This record from the Open Molecules 2025 dataset describes an isolated molecule of H2N2O3S2 at a distorted geometry. The level of theory is wB97M-V/def2-TZVPD.

Values from the calculation:
total charge: 0
LUMO: 0.10 eV
relative energy (zero: lowest compared OMol25 entry of this formula, charge and spin): 22.3 kcal/mol
DFT total energy: -1132.690845 hartree

Each line ends with the natural charge from an NBO analysis.
CARTESIAN COORDINATES (ANGSTROEM)
O: 0.8822 -0.5905 1.0429  -0.831
O: -1.6134 -1.7299 1.1518  -0.833
H: -0.2838 1.3608 -0.6071  0.439
H: 1.4447 1.6832 -0.3165  0.383
N: 0.7151 1.1861 -0.8052  -1.027
N: -0.1320 -1.2208 -0.9128  -1.114
S: -0.8228 -0.7724 0.4897  2.381
S: 1.1649 -0.4779 -0.5705  1.521
O: -1.3549 0.5614 0.5277  -0.919

=====

This record from the Open Molecules 2025 dataset describes a structure of composition H2N2O3Si at a distorted geometry. The level of theory is wB97M-V/def2-TZVPD.

Values from the calculation:
total charge: 0
LUMO (alpha / beta): -1.17 / -1.17 eV
relative energy (zero: lowest compared OMol25 entry of this formula, charge and spin): 38.4 kcal/mol
DFT total energy: -625.720399 hartree

Each line ends with the natural charge from an NBO analysis.
CARTESIAN COORDINATES (ANGSTROEM)
N: -1.1468 0.9773 0.0999  0.286
O: 0.2077 -1.3562 0.0443  -1.194
Si: 1.3360 -0.3623 -0.0065  1.591
H: 2.0748 0.3124 1.2125  -0.208
N: -1.6658 -0.0409 0.0035  0.468
H: 1.9136 -0.2542 -1.2622  -0.239
O: -2.6685 -0.6690 -0.0449  -0.255
O: -0.0511 1.3930 -0.0466  -0.449

=====

This record from the Open Molecules 2025 dataset describes the ion H2N2O4P with charge -1 at a distorted geometry. The level of theory is wB97M-V/def2-TZVPD.

Values from the calculation:
total charge: -1
LUMO: 4.27 eV
relative energy (zero: lowest compared OMol25 entry of this formula, charge and spin): 7.8 kcal/mol
DFT total energy: -753.125425 hartree
structure (SMILES): N[P@@](=O)([O-])ON=O

Each line ends with the natural charge from an NBO analysis.
CARTESIAN COORDINATES (ANGSTROEM)
H: -1.1773 1.3514 -0.3219  0.392
N: 1.5680 0.8864 0.0885  0.314
P: -0.2792 -0.9112 -0.2440  2.423
O: 2.5752 1.3720 0.6089  -0.445
N: -1.1746 0.4728 0.2418  -1.227
H: -2.1696 0.0809 0.2327  0.370
O: 0.0045 -0.9286 -1.6776  -1.146
O: 1.2885 -0.2781 0.4857  -0.546
O: -0.6354 -2.0455 0.5860  -1.135

=====

This record from the Open Molecules 2025 dataset describes a cluster of 2 separate species, H2N2O4S in total at a distorted geometry. The level of theory is wB97M-V/def2-TZVPD.

Values from the calculation:
total charge: 0
LUMO (alpha / beta): -1.04 / -1.29 eV
relative energy (zero: lowest compared OMol25 entry of this formula, charge and spin): 136.4 kcal/mol
DFT total energy: -809.560973 hartree

Each line ends with the natural charge from an NBO analysis.
CARTESIAN COORDINATES (ANGSTROEM)
O: 0.0356 1.8790 -1.3465  -0.858
O: 0.4578 0.8666 0.8754  -0.505
O: 0.1281 -0.0510 1.8730  -0.449
S: -0.5099 0.5578 -0.6394  1.427
H: 1.0172 1.9861 -1.0819  0.512
N: 0.1268 -0.5467 -1.4806  -0.829
H: -0.4413 0.4550 2.4766  0.461
N: -0.8231 -2.2370 -0.5729  0.369
O: 0.0089 -2.9097 -0.1037  -0.128

=====

This record from the Open Molecules 2025 dataset describes an isolated molecule of H2N2O4S2 at a distorted geometry. The level of theory is wB97M-V/def2-TZVPD.

Values from the calculation:
total charge: 0
LUMO: 0.25 eV
relative energy (zero: lowest compared OMol25 entry of this formula, charge and spin): 0.0 kcal/mol
DFT total energy: -1207.932975 hartree

Each line ends with the natural charge from an NBO analysis.
CARTESIAN COORDINATES (ANGSTROEM)
N: 1.7885 -0.1951 0.6593  -1.149
S: 0.7083 0.6752 0.0877  2.288
H: 2.1237 -0.0008 1.5810  0.417
O: -0.7026 0.6599 0.9191  -0.820
S: -1.3855 -0.3714 -0.1596  2.449
N: -0.0770 -0.1769 -1.1681  -1.024
H: 0.4937 -0.9771 -1.3534  0.445
O: 1.0454 1.9744 -0.3292  -0.860
O: -2.6002 0.0497 -0.6888  -0.849
O: -1.3940 -1.6379 0.4521  -0.897

=====

This record from the Open Molecules 2025 dataset describes a structure of composition H2N2O5Si at a distorted geometry. The level of theory is wB97M-V/def2-TZVPD.

Values from the calculation:
total charge: 0
LUMO: -0.67 eV
relative energy (zero: lowest compared OMol25 entry of this formula, charge and spin): 31.3 kcal/mol
DFT total energy: -776.198892 hartree

Each line ends with the natural charge from an NBO analysis.
CARTESIAN COORDINATES (ANGSTROEM)
O: 0.8959 -2.3863 0.3187  -0.370
H: -0.2149 0.3369 1.1899  -0.155
O: -0.3782 -2.8981 -1.2787  -0.356
O: -2.3960 -0.7536 0.9906  -0.413
Si: -0.3566 -0.2955 -0.1143  1.406
O: -1.7770 0.3793 -0.6652  -0.641
H: 0.6513 0.3684 -1.0362  -0.166
O: -3.8119 0.6019 0.0451  -0.265
N: -2.7692 0.0921 0.1850  0.742
N: -0.0305 -2.0801 -0.4104  0.216

=====

This record from the Open Molecules 2025 dataset describes the ion H2N2O6S2 with charge -2 at a distorted geometry. The level of theory is wB97M-V/def2-TZVPD.

Values from the calculation:
total charge: -2
LUMO: 6.42 eV
relative energy (zero: lowest compared OMol25 entry of this formula, charge and spin): 38.9 kcal/mol
DFT total energy: -1358.421505 hartree
structure (SMILES): N=[S@@](=O)([O-])O[S@](=O)([O-])=NO

Each line ends with the natural charge from an NBO analysis.
CARTESIAN COORDINATES (ANGSTROEM)
N: 2.3297 0.4706 0.5954  -0.743
S: -1.6770 -0.2073 -0.0650  2.407
H: 1.8125 1.1623 -1.0092  0.449
N: -2.6046 -0.2493 1.2020  -1.224
H: -2.3490 0.6919 1.6206  0.308
S: 1.2635 -0.4873 0.0208  2.382
O: 1.3329 -1.7610 0.6837  -0.975
O: -1.6025 -1.5693 -0.5671  -0.999
O: 1.4502 -0.6908 -1.4603  -1.002
O: 2.3846 1.5543 -0.3459  -0.641
O: -2.1871 0.7916 -1.0525  -1.024
O: -0.1531 0.2945 0.3774  -0.938

=====

This record from the Open Molecules 2025 dataset describes an isolated molecule of H2N2P2 at a distorted geometry. The level of theory is wB97M-V/def2-TZVPD.

Values from the calculation:
total charge: 0
LUMO (alpha / beta): -1.41 / -1.41 eV
relative energy (zero: lowest compared OMol25 entry of this formula, charge and spin): 95.2 kcal/mol
DFT total energy: -793.246301 hartree
structure (SMILES): [H]/P=N\[PH]#N

Each line ends with the natural charge from an NBO analysis.
CARTESIAN COORDINATES (ANGSTROEM)
H: 1.2113 1.7163 -0.3263  -0.006
N: 1.9552 -0.8957 -0.0683  -0.881
H: -1.1354 -1.5245 0.3793  -0.105
P: 1.0207 0.2691 0.0396  1.252
N: -1.0052 0.7937 -0.0455  -1.131
P: -2.0466 -0.3589 0.0211  0.872

=====

This record from the Open Molecules 2025 dataset describes a cluster of 2 separate species, H2N2S in total at a distorted geometry. The level of theory is wB97M-V/def2-TZVPD.

Values from the calculation:
total charge: 0
spin multiplicity: 3
LUMO (alpha / beta): 0.02 / -1.66 eV
relative energy (zero: lowest compared OMol25 entry of this formula, charge and spin): 32.0 kcal/mol
DFT total energy: -508.627315 hartree

Each line ends with the natural charge from an NBO analysis.
CARTESIAN COORDINATES (ANGSTROEM)
S: -1.4736 0.2374 -0.1511  0.373
H: 1.1654 1.1749 -0.8270  -0.030
N: 0.0070 -0.6172 -0.0555  -0.512
N: 0.1177 0.6444 0.4021  -0.220
H: 0.1835 -1.4395 0.6315  0.388

=====

This record from the Open Molecules 2025 dataset describes the ion H2N3O2 with charge -1 at a distorted geometry. The level of theory is wB97M-V/def2-TZVPD.

Values from the calculation:
total charge: -1
LUMO: 5.10 eV
relative energy (zero: lowest compared OMol25 entry of this formula, charge and spin): 38.5 kcal/mol
DFT total energy: -315.847677 hartree
structure (SMILES): NN=[N+]([O-])[O-]

Each line ends with the natural charge from an NBO analysis.
CARTESIAN COORDINATES (ANGSTROEM)
H: 1.0313 -0.6818 -0.3743  0.355
O: -2.1652 0.3868 0.1648  -0.586
O: -0.7654 -1.3022 -0.0447  -0.644
H: 1.8389 0.4992 0.5445  0.311
N: -0.1149 0.7922 -0.0480  -0.270
N: 1.1892 0.3753 -0.3138  -0.710
N: -1.0139 -0.0696 0.0715  0.543

=====

This record from the Open Molecules 2025 dataset describes a cluster of 2 separate species, H2N4O2 in total at a distorted geometry. The level of theory is wB97M-V/def2-TZVPD.

Values from the calculation:
total charge: 0
LUMO: 0.71 eV
relative energy (zero: lowest compared OMol25 entry of this formula, charge and spin): 43.2 kcal/mol
DFT total energy: -370.555302 hartree
structure (SMILES): N#[N+][O-].NN=O

Each line ends with the natural charge from an NBO analysis.
CARTESIAN COORDINATES (ANGSTROEM)
N: -1.5392 -0.0969 -0.3503  -0.601
N: -0.7278 -0.4315 0.6258  0.243
N: 1.9668 0.7052 0.2991  0.442
O: 2.7812 0.0930 -0.2110  -0.331
H: -1.5940 -0.8346 -1.0864  0.384
N: 1.0694 1.1745 0.7314  -0.110
O: -0.1245 -1.4766 0.3731  -0.429
H: -1.8318 0.8669 -0.3817  0.402

=====

This record from the Open Molecules 2025 dataset describes a cluster of 2 separate species, H2N4O4 in total at a distorted geometry. The level of theory is wB97M-V/def2-TZVPD.

Values from the calculation:
total charge: 0
LUMO (alpha / beta): -1.46 / -1.01 eV
relative energy (zero: lowest compared OMol25 entry of this formula, charge and spin): 22.6 kcal/mol
DFT total energy: -520.865323 hartree

Each line ends with the natural charge from an NBO analysis.
CARTESIAN COORDINATES (ANGSTROEM)
N: -0.0975 -0.6089 -1.4936  0.526
O: -0.0299 -1.6278 -0.9337  -0.266
N: -0.4949 -0.6071 1.0960  -0.497
H: -1.4283 -1.0655 1.2654  0.415
N: -0.6833 0.6438 0.6611  -0.118
O: 0.3865 2.2107 -0.5039  -0.354
H: 0.3577 -0.8490 1.5511  0.409
N: 0.5171 1.2142 0.2132  0.554
O: 1.5412 0.7818 0.6927  -0.426
O: -0.0685 -0.0923 -2.5484  -0.242